No. 1
2 unconnected molecules or ions with the total composition C4H11NS2, computed with wB97M-V/def2-TZVPD.

ORCA input file:
```
! wB97M-V def2-TZVPD RIJCOSX def2/J DEFGRID3
* xyz 0 1
C -2.36043 -0.05483 0.19352
N -1.56342 0.89367 0.40901
C -2.06143 1.97159 1.27340
C -1.03450 3.08498 1.37782
H -3.41832 -0.00483 0.47458
H -2.00864 -0.95732 -0.30123
H -2.99523 2.37076 0.85794
H -2.28081 1.58517 2.26828
H -1.42332 3.92347 1.95651
H -0.14435 2.73737 1.90317
H -0.73573 3.44688 0.39637
C 2.07236 0.16983 0.25085
S 1.43806 -0.61102 -1.25392
S 0.73755 -2.41121 -0.57848
H 1.26115 0.64633 0.79379
H 2.77050 0.93454 -0.09124
H 2.60660 -0.56469 0.84479
H 1.73065 -3.19349 -1.02938
*
```

## Properties
Energy above the lowest of the compared OMol25 structures with the same formula, charge and spin: 1.198 eV
Energy: -27486.0677 eV
SMILES: C=NCC.CSS
HOMO-LUMO gap: 9.42 eV

No. 2
2 unconnected molecules or ions with the total composition C3H9NO2S in a non-equilibrium geometry, computed with wB97M-V/def2-TZVPD.

ORCA input file:
```
! wB97M-V def2-TZVPD RIJCOSX def2/J DEFGRID3
* xyz 0 1
C 1.55559 1.43437 0.07345
C -0.75216 -1.67982 -0.18457
C 0.55652 1.43195 -1.10889
N -0.50372 0.75524 -1.09879
O -1.96839 -1.45540 2.52183
O -2.78888 -0.06835 -0.14839
S -1.47335 -0.18799 0.59570
H 1.97198 2.45649 0.15561
H 2.31152 0.57036 -0.06404
H 1.01956 1.04806 0.91011
H -0.88526 -2.42563 0.47985
H -1.15588 -1.76145 -1.21644
H 0.20282 -1.48085 -0.40752
H 0.88793 2.03244 -1.92154
H -2.82191 -1.30804 2.83836
H -1.02669 0.65241 -2.01033
*
```

## Properties
Energy above the lowest of the compared OMol25 structures with the same formula, charge and spin: 5.501 eV
Energy: -19672.9120 eV
HOMO-LUMO gap (alpha / beta): 8.68 / 8.68 eV

No. 3
A single C5H8N2 molecule in a non-equilibrium geometry, computed with wB97M-V/def2-TZVPD.

ORCA input file:
```
! wB97M-V def2-TZVPD RIJCOSX def2/J DEFGRID3
* xyz 0 1
C -0.57241 1.34571 -0.16851
C -0.34948 -0.16766 -0.12692
C -1.36208 -1.13738 0.47516
N 0.48838 -0.75005 -1.17378
C 1.06647 -0.47622 0.14225
C 2.07281 0.54778 0.28654
N 3.10198 1.06989 0.37581
H 0.28726 1.79506 0.36569
H -1.58400 1.58949 0.18593
H -0.47517 1.75217 -1.18418
H -2.20971 -1.37254 -0.17937
H -0.85681 -2.08616 0.69291
H -1.75179 -0.74973 1.42208
H 0.76426 -0.03045 -1.83979
H 1.38028 -1.32991 0.72618
*
```

## Properties
Energy above the lowest of the compared OMol25 structures with the same formula, charge and spin: 1.723 eV
Energy: -8293.2738 eV
SMILES: CC1(C)N[C@H]1C#N
HOMO-LUMO gap: 10.90 eV

No. 4
A molecular structure, C8H10N5O6S3V, computed with wB97M-V/def2-TZVPD.

ORCA input file:
```
! wB97M-V def2-TZVPD RIJCOSX def2/J DEFGRID3
* xyz 1 2
V 0.34012 1.48772 -0.01259
C 0.08512 -2.89521 0.53989
C -0.02614 -1.49334 0.06728
N 0.78504 -0.56187 0.40324
N 1.90448 -0.87534 1.16050
C 2.94769 -0.04003 0.88821
N 4.07273 -0.22914 1.54532
S 2.77479 1.15581 -0.31388
C -1.07932 -1.02130 -0.84978
C -2.11800 -1.80389 -1.30460
C -3.03335 -1.24686 -2.19291
C -2.87086 0.06228 -2.59663
C -1.80159 0.79077 -2.08961
N -0.93081 0.25871 -1.24123
H 1.13320 -3.17314 0.63907
H -0.40894 -3.59320 -0.12881
H -0.37932 -2.96639 1.52803
H 1.68319 -1.07092 2.13739
H 4.20277 -1.01741 2.16128
H 4.83816 0.41366 1.41774
H -2.22944 -2.82482 -0.97133
H -3.86130 -1.83759 -2.55998
H -3.55622 0.52988 -3.28826
H -1.63966 1.82208 -2.37163
O 0.83873 4.66808 -1.63492
N 0.44548 3.63936 -1.22553
O -0.31460 3.47588 -0.20745
O 0.74738 2.48721 -1.75961
O -0.32426 -0.23925 2.98802
S -0.67649 1.10713 2.59579
O -1.18643 1.09680 1.15170
O -1.48455 1.89364 3.45251
S 1.12239 2.00070 2.07276
*
```

## Properties
Energy above the lowest of the compared OMol25 structures with the same formula, charge and spin: 0.426 eV
⟨S²⟩: 0.843
Energy: -86379.2460 eV
HOMO-LUMO gap (alpha / beta): 6.97 / 7.97 eV

No. 5
2 unconnected molecules or ions with the total composition C3H8N2, computed with wB97M-V/def2-TZVPD.

ORCA input file:
```
! wB97M-V def2-TZVPD RIJCOSX def2/J DEFGRID3
* xyz 0 1
C 0.82902 1.52117 -0.47227
N 1.83941 0.88121 -0.08000
C 1.63425 -0.14189 0.95151
H 1.00846 2.38878 -1.10399
H -0.20459 1.35756 -0.14657
H 2.61766 -0.45163 1.29189
H 1.00508 0.20152 1.77239
H 1.19182 -1.03107 0.48396
C -2.09807 -0.87012 -0.92021
N -2.29707 -0.83032 0.32776
H -2.88703 -0.58296 -1.61132
H -1.12512 -1.17639 -1.30854
H -1.51382 -1.26586 0.81539
*
```

## Properties
Energy above the lowest of the compared OMol25 structures with the same formula, charge and spin: 2.949 eV
Energy: -6218.8980 eV
SMILES: C=NC.C=N
HOMO-LUMO gap: 10.76 eV

No. 6
10 unconnected molecules or ions with the total composition C30H80O30S10 in a non-equilibrium geometry, computed with wB97M-V/def2-TZVPD.

ORCA input file:
```
! wB97M-V def2-TZVPD RIJCOSX def2/J DEFGRID3
* xyz 1 2
O 4.43882 -16.00254 -28.08475
S 3.03135 -15.65360 -28.15040
O 2.24668 -15.13321 -27.03732
O 2.92282 -14.52829 -29.35870
C 1.75408 -13.76026 -29.63168
C 1.29757 -14.12548 -31.02415
C 1.99703 -16.97287 -29.08378
H 2.16345 -12.75500 -29.53185
H 1.01503 -13.67633 -28.83489
H 0.93805 -15.14647 -31.15226
H 2.11384 -13.96013 -31.72733
H 0.55855 -13.40862 -31.38202
H 2.41903 -17.90506 -28.70824
H 1.96654 -16.74681 -30.14965
H 0.95705 -16.89738 -28.76624
O -0.39108 -24.21499 -32.49583
S 0.61227 -24.43880 -31.40570
O 1.08251 -23.20696 -30.77554
O -0.14432 -25.42130 -30.26587
C 0.35154 -25.45147 -28.92321
C -0.75980 -26.25702 -28.18228
C 1.99217 -25.52976 -31.89098
H 0.42860 -24.44258 -28.51788
H 1.36520 -25.83773 -28.81642
H -0.78914 -26.13838 -27.09915
H -0.64027 -27.28813 -28.51488
H -1.78116 -25.99533 -28.45876
H 1.58594 -26.45939 -32.28952
H 2.50496 -25.57406 -30.93015
H 2.65660 -24.91701 -32.50022
O -4.31974 -26.20250 -39.28468
S -3.62416 -27.13087 -38.45451
O -2.44418 -27.93093 -38.88690
O -3.50004 -26.38118 -36.93336
C -2.58098 -26.83631 -36.01929
C -1.92272 -25.63833 -35.40690
C -5.06833 -28.26236 -37.90237
H -1.86793 -27.44955 -36.57029
H -3.07346 -27.45464 -35.26881
H -2.56284 -25.27788 -34.60165
H -1.67819 -24.81470 -36.07768
H -1.02137 -25.84295 -34.82916
H -4.92002 -29.20867 -38.42255
H -6.01156 -27.94107 -38.34416
H -5.24757 -28.19936 -36.82906
O -1.33863 -22.01409 -39.24308
S -2.35271 -21.07180 -38.78172
O -3.33407 -20.52738 -39.73988
O -3.09773 -21.61957 -37.43938
C -4.48029 -21.54001 -37.42994
C -4.96706 -22.23351 -36.16392
C -1.52825 -19.62105 -37.98477
H -4.93636 -22.01134 -38.30054
H -4.77666 -20.49115 -37.41734
H -4.57464 -23.25042 -36.16533
H -6.05635 -22.21926 -36.20066
H -4.64088 -21.75364 -35.24119
H -2.32437 -19.12361 -37.43084
H -1.03667 -19.13254 -38.82608
H -0.73007 -20.04902 -37.37827
O -5.87643 -24.75184 -29.83227
S -4.52536 -25.05983 -29.42705
O -4.34713 -26.07251 -28.39030
O -3.58335 -25.44555 -30.73428
C -3.23728 -26.81144 -30.98708
C -2.86652 -27.04364 -32.51518
C -3.70757 -23.48209 -28.79805
H -4.06713 -27.46619 -30.72110
H -2.49473 -27.11493 -30.24910
H -2.27872 -27.95160 -32.65008
H -2.25292 -26.18542 -32.78916
H -3.75208 -27.00481 -33.14951
H -3.82009 -22.59126 -29.41599
H -2.65762 -23.76751 -28.73293
H -4.07493 -23.32248 -27.78431
O -0.41818 -20.05742 -24.48872
S -0.25563 -19.95768 -25.93957
O 0.67985 -18.99867 -26.47555
O -0.10348 -21.48569 -26.62033
C 0.13444 -22.71420 -25.90662
C 1.25596 -22.71007 -24.90999
C -1.86347 -19.66466 -26.62624
H -0.04022 -23.55832 -26.57374
H -0.78390 -22.73794 -25.31995
H 2.05828 -21.98945 -25.06838
H 1.77585 -23.63790 -24.67137
H 0.82131 -22.37130 -23.96955
H -1.66690 -19.39195 -27.66310
H -2.40646 -18.87756 -26.10305
H -2.47472 -20.52189 -26.34406
O -4.62750 -20.94815 -27.68720
S -5.34833 -19.79963 -27.11599
O -5.02581 -19.30292 -25.78890
O -5.30169 -18.63047 -28.19637
C -5.28318 -18.88189 -29.56726
C -4.81523 -17.70743 -30.40458
C -7.18122 -20.06099 -27.24107
H -6.31125 -19.02507 -29.89993
H -4.67199 -19.72925 -29.87795
H -4.98996 -17.73264 -31.48019
H -3.74499 -17.57357 -30.24715
H -5.29471 -16.84811 -29.93578
H -7.63797 -19.08765 -27.06191
H -7.48296 -20.63313 -26.36374
H -7.39063 -20.61677 -28.15504
O 3.16188 -18.59197 -34.04430
S 2.45678 -19.16497 -32.92665
O 2.98287 -19.20761 -31.54091
O 1.02179 -18.35092 -32.78098
C 0.48593 -17.62707 -33.92088
C -0.79751 -18.24549 -34.47978
C 1.83878 -20.94325 -33.49010
H 1.22583 -17.59431 -34.72061
H 0.39395 -16.57221 -33.66221
H -1.57296 -18.10969 -33.72589
H -0.55124 -19.29891 -34.61307
H -1.23784 -17.79824 -35.37095
H 0.74888 -20.95291 -33.47955
H 2.25490 -21.63114 -32.75405
H 2.33694 -21.06722 -34.45165
O -6.56816 -21.47917 -31.02041
S -7.65397 -21.62570 -31.96761
O -7.72905 -22.82423 -32.79167
O -9.13926 -21.46514 -31.23815
C -9.50278 -22.54894 -30.38726
C -10.17174 -23.72831 -31.16037
C -7.71117 -20.10368 -33.07453
H -10.20311 -22.21926 -29.61983
H -8.62816 -23.02884 -29.94813
H -10.58439 -23.33323 -32.08866
H -11.10978 -24.07035 -30.72313
H -9.46683 -24.52483 -31.39863
H -6.73924 -19.61716 -32.99233
H -8.50164 -19.38843 -32.84721
H -7.80631 -20.47819 -34.09374
O -4.05371 -20.36498 -33.20845
S -2.88901 -21.11947 -32.73020
O -1.57271 -21.02620 -33.43253
O -2.69506 -20.83672 -31.07571
C -1.37809 -20.68041 -30.56515
C -1.15757 -19.10896 -30.35100
C -3.24387 -22.89185 -32.76776
H -0.57251 -20.96217 -31.24319
H -1.22094 -21.31806 -29.69520
H -1.96760 -18.83521 -29.67497
H -1.11354 -18.42007 -31.19456
H -0.28391 -18.80098 -29.77657
H -2.48303 -23.43836 -32.21048
H -3.08234 -23.05000 -33.83406
H -4.29045 -23.06876 -32.51980
*
```

## Properties
Energy above the lowest of the compared OMol25 structures with the same formula, charge and spin: 2.611 eV
⟨S²⟩: 0.758
Energy: -202163.5655 eV
HOMO-LUMO gap (alpha / beta): 9.10 / 2.17 eV